18
Properties=species:S:1:pos:R:3:lowdin_charge:R:1 method="wB97M-V/def2-TZVPD" homo_lumo_gap_ev=9.02 e_homo_ev=-8.01 relative_energy_kcal_mol=64.92 smiles="C=C/C(N)=C/C.O" fmax_ev_per_a=4.29 e_lumo_ev=1.01
C 0.309 1.781 2.963 -0.015
C 0.816 1.498 1.779 -0.154
C -0.218 1.198 0.722 -0.325
N 0.017 1.746 -0.621 0.088
C -1.115 0.199 0.869 -0.134
C -2.194 -0.001 -0.135 -0.106
H -0.767 2.016 3.110 0.076
H 1.087 1.896 3.842 0.094
H 1.826 1.163 1.536 0.105
H -0.622 1.577 -1.330 0.024
H 0.401 2.672 -0.554 0.072
H -1.113 -0.483 1.636 0.075
H -2.007 0.498 -1.069 0.040
H -3.236 0.246 0.210 0.096
H -2.112 -1.014 -0.483 0.064
O 3.335 -5.124 -4.018 -0.070
H 3.148 -4.304 -4.451 0.010
H 2.445 -5.565 -4.006 0.060